Entry w
Formula: H4NO2SSi
Source: the Open Molecules 2025 dataset
Level of theory: wB97M-V/def2-TZVPD

The geometry in ORCA input format:
```
! wB97M-V def2-TZVPD RIJCOSX def2/J DEFGRID3
* xyz -1 1
N -0.099 -1.848 -1.003
O 0.718 0.388 0.744
O 1.346 -2.302 0.921
Si -0.431 1.380 0.421
S 1.150 -1.454 -0.222
H -0.314 -1.315 -1.842
H -1.346 0.731 -0.520
H -1.005 1.795 1.897
H -0.019 2.625 -0.398
*
```

Calculated values
E_HOMO ... -4.37 eV
Frontier orbital gap ... 8.24 eV
LUMO energy ... 3.866 eV

Entry x
Formula: H4NO2SSi
Source: the Open Molecules 2025 dataset
Level of theory: wB97M-V/def2-TZVPD

The geometry in ORCA input format:
```
! wB97M-V def2-TZVPD RIJCOSX def2/J DEFGRID3
* xyz -1 1
N -2.834 0.880 0.669
O 1.964 -0.317 1.525
O -1.975 1.985 -1.412
Si 1.555 0.063 0.133
S -1.648 1.655 -0.048
H -2.315 0.795 1.588
H 1.908 1.361 -0.450
H 1.865 -0.981 -0.808
H -0.098 0.486 0.157
*
```

Calculated values
E_HOMO (alpha / beta) ... -4.38 / -4.38 eV
Frontier orbital gap (alpha / beta) ... 7.79 / 7.80 eV
LUMO energy (alpha / beta) ... 3.412 / 3.412 eV

Entry y
Formula: H4NO2SSi
Source: the Open Molecules 2025 dataset
Level of theory: wB97M-V/def2-TZVPD

The geometry in ORCA input format:
```
! wB97M-V def2-TZVPD RIJCOSX def2/J DEFGRID3
* xyz -1 1
N -1.362 0.839 -0.351
O 3.806 0.194 0.376
O 0.987 -0.367 0.537
Si -0.507 -0.622 0.072
S 2.347 0.267 -0.457
H -2.363 0.779 -0.461
H -1.137 1.660 0.192
H -1.083 -1.319 1.240
H -0.688 -1.431 -1.147
*
```

Calculated values
E_HOMO ... -2.21 eV
SMILES ... N[SiH2]OS[O-]
Frontier orbital gap ... 5.89 eV
LUMO energy ... 3.679 eV

Most stable structure - entry y; separation to the second - 0.0247 hartree.

Entry w
Formula: H4OS2
Source: the Open Molecules 2025 dataset
Level of theory: wB97M-V/def2-TZVPD

The geometry in ORCA input format:
```
! wB97M-V def2-TZVPD RIJCOSX def2/J DEFGRID3
* xyz 0 1
S -0.318 1.977 -1.225
S -1.107 0.696 0.249
H 0.943 1.781 -0.814
H -2.086 1.551 0.575
H 1.431 -1.650 0.014
H 0.177 -2.381 0.411
O 0.961 -1.973 0.789
*
```

Calculated values
E_HOMO ... -8.96 eV
SMILES ... SS.O
Frontier orbital gap ... 9.17 eV
LUMO energy ... 0.210 eV

Entry x
Formula: H4OS2
Source: the Open Molecules 2025 dataset
Level of theory: wB97M-V/def2-TZVPD

The geometry in ORCA input format:
```
! wB97M-V def2-TZVPD RIJCOSX def2/J DEFGRID3
* xyz 0 1
S -1.282 0.527 1.843
S 0.389 -0.591 1.712
H -1.978 0.132 0.767
H 1.261 0.388 1.411
H 0.572 -0.719 -2.450
H 0.894 0.330 -1.400
O 0.145 -0.067 -1.883
*
```

Calculated values
E_HOMO ... -9.24 eV
SMILES ... SS.O
Frontier orbital gap ... 9.64 eV
LUMO energy ... 0.402 eV

Most stable structure - entry x; separation to the second - 0.0031 hartree.

Entry w
Formula: C5H13N2O
Source: the Open Molecules 2025 dataset
Level of theory: wB97M-V/def2-TZVPD

The geometry in ORCA input format:
```
! wB97M-V def2-TZVPD RIJCOSX def2/J DEFGRID3
* xyz -1 1
N 0.766 1.784 -0.852
C 0.732 0.418 -0.387
C -0.400 -0.457 -1.021
C -0.480 -0.117 -2.638
O -0.841 1.130 -2.931
C 0.458 0.581 1.128
N 0.499 -0.697 1.902
C -0.701 -1.123 2.565
H 1.630 2.308 -0.814
H 0.404 1.865 -1.823
H 1.726 -0.121 -0.419
H -1.308 -0.059 -0.563
H -0.094 -1.485 -0.798
H -1.337 -0.812 -2.899
H 0.531 -0.341 -3.032
H 1.244 1.122 1.657
H -0.445 1.169 1.272
H 0.925 -1.424 1.350
H -0.595 -1.474 3.609
H -1.271 -1.934 2.074
H -1.443 -0.334 2.622
*
```

Calculated values
E_HOMO ... -2.50 eV
SMILES ... CNC[C@H](N)CC[O-]
Frontier orbital gap ... 6.29 eV
LUMO energy ... 3.793 eV

Entry x
Formula: C5H13N2O
Source: the Open Molecules 2025 dataset
Level of theory: wB97M-V/def2-TZVPD

The geometry in ORCA input format:
```
! wB97M-V def2-TZVPD RIJCOSX def2/J DEFGRID3
* xyz -1 1
C -0.910 -0.897 0.133
N -0.228 -0.200 -1.060
C 1.088 -0.759 -1.173
N 1.617 -1.681 -0.462
C -0.584 -0.309 1.487
C -0.239 1.203 1.479
C -1.484 2.071 1.205
O -2.549 1.724 1.902
H -0.847 -1.963 -0.055
H -1.913 -0.561 -0.153
H 0.689 0.248 -0.497
H 2.523 -2.125 -5.081
H 1.523 -0.434 -2.139
H 2.134 -1.908 -4.476
H 2.569 -1.457 -0.196
H -1.463 -0.339 2.120
H 0.280 -0.753 1.996
H 0.628 1.526 0.887
H -0.043 1.356 2.547
H -1.126 3.120 1.436
H -1.662 2.137 0.100
*
```

Calculated values
E_HOMO ... -2.36 eV
Frontier orbital gap ... 6.09 eV
LUMO energy ... 3.726 eV

Most stable structure - entry w; separation to the second - 0.1298 hartree.

Entry w
Formula: C7H8N2O2
Source: the Open Molecules 2025 dataset
Level of theory: wB97M-V/def2-TZVPD

The geometry in ORCA input format:
```
! wB97M-V def2-TZVPD RIJCOSX def2/J DEFGRID3
* xyz 0 1
C -1.345 0.345 0.289
C 0.042 0.107 0.287
C 0.645 -1.198 0.475
C 2.000 -1.412 0.278
C 2.830 -0.339 -0.053
C 2.236 0.982 -0.322
C 0.843 1.078 -0.048
H -3.853 0.322 -0.656
H -3.856 -0.530 0.326
H -1.549 -1.124 -0.758
H 0.145 -1.873 0.766
H 2.477 -2.536 0.236
H 3.917 -0.408 -0.409
H 2.852 1.639 -0.551
H -0.277 2.489 0.200
N -3.526 -0.521 -0.494
N -2.097 -0.629 -0.390
O -1.897 1.218 1.000
O 0.412 2.391 -0.176
*
```

Calculated values
E_HOMO ... -9.24 eV
SMILES ... NNC(=O)c1ccccc1O
Frontier orbital gap ... 9.53 eV
LUMO energy ... 0.297 eV

Entry x
Formula: C7H8N2O2
Source: the Open Molecules 2025 dataset
Level of theory: wB97M-V/def2-TZVPD

The geometry in ORCA input format:
```
! wB97M-V def2-TZVPD RIJCOSX def2/J DEFGRID3
* xyz 0 1
C -1.133 -0.694 -0.771
C -0.666 0.393 -1.642
C 0.571 1.026 -1.205
C 1.346 0.688 -0.098
C 0.774 -0.242 0.982
C -0.533 -0.931 0.557
C 2.455 1.695 0.105
H -2.995 -1.517 0.291
H -3.595 -0.520 -1.413
H -1.165 0.460 -2.710
H 1.076 1.777 -1.852
H 1.223 -0.555 1.884
H -1.091 -1.399 2.138
H -2.316 -1.810 1.346
H 3.508 0.632 1.265
N -2.589 -1.344 -0.796
N -0.902 -2.030 1.186
O 3.485 1.605 1.158
O 2.545 2.766 -0.427
*
```

Calculated values
E_HOMO ... -8.89 eV
Frontier orbital gap ... 8.11 eV
LUMO energy ... -0.782 eV

Entry y
Formula: C7H8N2O2
Source: the Open Molecules 2025 dataset
Level of theory: wB97M-V/def2-TZVPD

The geometry in ORCA input format:
```
! wB97M-V def2-TZVPD RIJCOSX def2/J DEFGRID3
* xyz 0 1
C -2.254 0.305 1.377
C -1.954 -0.725 0.580
C -0.207 0.607 1.007
C 0.682 2.328 -1.514
C 1.607 1.437 -1.751
C 1.295 1.639 0.419
C -0.041 -1.354 -0.672
N -1.174 1.108 1.681
N -0.590 -0.534 0.326
O 0.668 2.697 -0.195
O 2.068 0.981 -0.466
H -3.178 0.670 1.734
H -2.545 -1.537 0.249
H 0.015 2.845 -2.274
H 2.107 0.795 -2.511
H 1.649 2.081 1.352
H 1.046 -1.215 -0.795
H -0.289 -2.461 -0.479
H -0.522 -1.200 -1.585
*
```

Calculated values
E_HOMO ... -8.58 eV
Frontier orbital gap ... 9.37 eV
LUMO energy ... 0.794 eV

Most stable structure - entry y; separation to the second - 0.1059 hartree.

Entry w
Formula: C7H8N2O2
Source: the Open Molecules 2025 dataset
Level of theory: wB97M-V/def2-TZVPD

The geometry in ORCA input format:
```
! wB97M-V def2-TZVPD RIJCOSX def2/J DEFGRID3
* xyz 0 1
C -1.790 -0.286 0.030
C -1.105 -1.521 0.166
C 0.233 -1.599 0.138
C 1.064 -0.442 0.035
C 2.546 -0.594 -0.061
C 0.405 0.751 -0.023
C -1.008 0.882 -0.057
H -3.720 -0.975 -0.421
H -3.571 0.703 0.003
H -1.737 -2.425 0.280
H 0.689 -2.588 0.244
H 2.736 1.100 0.936
H 0.369 2.767 -0.441
H 1.907 1.820 -0.791
H -1.466 1.851 -0.110
N -3.129 -0.236 0.080
N 1.074 1.951 -0.083
O 3.329 0.449 0.478
O 3.174 -1.609 -0.405
*
```

Calculated values
E_HOMO ... -8.47 eV
SMILES ... Nc1ccc(C(=O)O)c(N)c1
Frontier orbital gap ... 9.04 eV
LUMO energy ... 0.571 eV

Entry x
Formula: C7H8N2O2
Source: the Open Molecules 2025 dataset
Level of theory: wB97M-V/def2-TZVPD

The geometry in ORCA input format:
```
! wB97M-V def2-TZVPD RIJCOSX def2/J DEFGRID3
* xyz 0 1
C -1.689 -2.042 1.497
C 0.428 -0.544 -1.610
C -2.455 -1.622 0.664
C -3.362 0.318 -0.287
C 0.923 -1.570 -0.912
C -1.011 0.685 -0.237
C 0.035 1.201 0.688
N -0.698 -0.008 -1.274
N -2.282 1.077 0.106
O -4.479 0.730 -0.549
O -3.230 -1.052 -0.195
H -1.273 -2.867 2.150
H 0.833 -0.306 -2.659
H 0.504 -1.800 0.017
H 1.728 -2.188 -1.259
H 1.076 1.197 0.309
H -0.081 0.620 1.513
H -0.099 2.335 0.885
H -2.314 2.051 0.496
*
```

Calculated values
E_HOMO ... -8.45 eV
SMILES ... C#COC(=O)N/C(C)=N/C=C
Frontier orbital gap ... 8.88 eV
LUMO energy ... 0.435 eV

Entry y
Formula: C7H8N2O2
Source: the Open Molecules 2025 dataset
Level of theory: wB97M-V/def2-TZVPD

The geometry in ORCA input format:
```
! wB97M-V def2-TZVPD RIJCOSX def2/J DEFGRID3
* xyz 0 1
C -0.514 -2.952 -0.485
C 0.376 -2.384 0.386
C -1.722 -2.092 -0.525
C 1.081 0.543 0.469
C -1.277 -0.976 1.527
C -0.076 -1.113 0.679
C 0.663 2.836 -0.505
N -1.306 -0.884 0.093
N 0.353 1.482 -0.077
O -2.789 -2.210 -1.065
O 2.208 0.563 0.843
H -0.214 -3.910 -1.016
H 1.349 -2.672 0.741
H -1.629 -1.874 1.967
H -1.366 -0.028 2.125
H -0.222 3.282 -0.407
H 1.324 3.300 0.284
H 1.023 2.741 -1.576
H -0.630 1.121 -0.332
*
```

Calculated values
E_HOMO ... -8.87 eV
Frontier orbital gap ... 8.94 eV
LUMO energy ... 0.064 eV

Entry z
Formula: C7H8N2O2
Source: the Open Molecules 2025 dataset
Level of theory: wB97M-V/def2-TZVPD

The geometry in ORCA input format:
```
! wB97M-V def2-TZVPD RIJCOSX def2/J DEFGRID3
* xyz 0 1
C -1.688 -3.021 -0.876
C -0.381 -1.580 0.286
C 0.999 -0.266 1.588
C 0.863 0.797 0.682
C 1.266 2.165 0.571
C 0.435 2.637 -0.660
C 0.040 0.468 -0.472
H -1.152 -3.013 -1.803
H -2.517 -2.261 -0.838
H -2.138 -3.976 -0.733
H 1.602 -0.047 2.453
H 0.904 2.688 1.491
H 2.341 2.184 0.452
H -0.381 3.323 -0.444
H 1.083 3.257 -1.342
N 0.321 -1.350 1.385
N -0.554 -0.673 -0.700
O -0.843 -2.842 0.255
O -0.200 1.510 -1.296
*
```

Calculated values
E_HOMO ... -8.56 eV
SMILES ... COc1ncc2c(n1)OCC2
Frontier orbital gap ... 9.38 eV
LUMO energy ... 0.816 eV

Most stable structure - entry w; separation to the second - 0.0329 hartree.

Entry w
Formula: CH2NO2P
Source: the Open Molecules 2025 dataset
Level of theory: wB97M-V/def2-TZVPD

The geometry in ORCA input format:
```
! wB97M-V def2-TZVPD RIJCOSX def2/J DEFGRID3
* xyz 0 1
C -0.419 -0.241 -0.957
N 0.132 0.800 -0.463
O -1.332 -0.958 -0.306
O -1.903 -0.278 0.798
P -0.597 1.316 0.956
H -0.241 -0.759 -1.798
H 0.187 0.737 1.916
*
```

Calculated values
E_HOMO ... -9.42 eV
SMILES ... C1=NPOO1
Frontier orbital gap ... 9.33 eV
LUMO energy ... -0.084 eV

Entry x
Formula: CH2NO2P
Source: the Open Molecules 2025 dataset
Level of theory: wB97M-V/def2-TZVPD

The geometry in ORCA input format:
```
! wB97M-V def2-TZVPD RIJCOSX def2/J DEFGRID3
* xyz 0 1
C 0.783 0.659 -0.039
N 0.257 -0.533 0.199
O 0.016 1.606 -0.159
O -2.213 -0.961 -0.543
P -1.516 -0.158 0.437
H 1.868 0.765 -0.138
H 0.806 -1.378 0.244
*
```

Calculated values
E_HOMO ... -9.92 eV
SMILES ... O=CNP=O
Frontier orbital gap ... 9.88 eV
LUMO energy ... -0.045 eV

Most stable structure - entry x; separation to the second - 0.1536 hartree.